The following is a DFT calculation (ωB97M-V with the def2-TZVPD basis set) of 2 unconnected molecules or ions with the total composition C6H10O.

Geometry as XYZ:
```
17
Properties=species:S:1:pos:R:3:nbo_charge:R:1
O -0.61 -0.99 0.73 -0.488
H 0.53 2.64 0.06 0.229
H -1.72 1.71 -0.63 0.244
C 0.31 1.62 0.34 -0.396
H 1.70 -2.29 0.68 0.225
H -3.21 -0.61 -0.43 -0.026
H 0.56 0.86 -1.76 0.238
H 2.53 -1.25 -0.49 0.218
C 0.43 -0.84 -0.31 0.075
C 0.29 0.59 -0.75 -0.275
H 0.13 -1.52 -1.12 0.195
H -2.98 -0.46 0.28 0.038
C -1.45 0.01 0.84 0.292
H 2.07 -0.60 1.09 0.215
H 0.66 1.34 1.33 0.219
C 1.76 -1.27 0.28 -0.624
C -1.01 1.06 -0.14 -0.379
```

Results
LUMO energy ... 0.9 eV
Net charge ... 0
E_tot ... -309.69801 hartree
HOMO energy ... -8.227 eV
Orbital gap ... 9.2 eV

=====

The following is a DFT calculation (ωB97M-V with the def2-TZVPD basis set) of 13 unconnected molecules or ions with the total composition C5H31NO12.

Geometry as XYZ:
```
49
Properties=species:S:1:pos:R:3:nbo_charge:R:1
H -1.81 -2.82 1.00 0.208
O 3.36 1.38 -0.62 -0.961
H -0.19 4.97 1.11 0.456
H 2.06 -5.09 -0.58 0.478
H 1.70 -2.95 0.38 0.490
H -2.37 -1.08 -2.90 0.505
H -0.02 0.44 2.28 0.245
H 2.73 0.72 -0.31 0.489
H 0.10 1.34 -1.34 0.478
H 1.36 1.73 1.66 0.498
O 1.14 2.52 1.17 -0.971
O 1.85 -3.21 1.31 -0.970
H 1.69 2.67 0.42 0.505
H -2.60 1.89 -0.63 0.213
H -1.99 0.70 -2.20 0.484
C -2.21 1.13 0.02 -0.132
N -1.16 1.48 0.84 -0.530
H -0.53 3.87 -3.28 0.484
O 0.18 4.15 0.75 -0.960
H -0.78 -2.30 2.44 0.220
O -1.15 3.33 -3.77 -0.945
H -0.64 2.35 0.89 0.464
H -0.54 1.05 5.07 0.469
H -1.99 3.55 -3.34 0.481
O -1.99 -1.85 -2.44 -0.979
H -1.71 1.62 -3.53 0.508
H 0.37 -0.08 -0.79 0.494
C -0.83 0.37 1.59 -0.048
H -0.10 -2.30 0.91 0.216
H 0.14 -0.29 5.09 0.469
C -1.53 -0.73 1.13 -0.130
O 0.59 -2.73 -2.15 -0.990
H 2.67 -0.14 2.39 0.476
O 1.75 -0.40 2.29 -0.971
H -3.27 -0.59 -0.38 0.204
O -0.09 0.42 4.50 -0.930
C -2.42 -0.20 0.18 -0.349
O -2.28 0.99 -3.07 -1.016
H 1.00 4.10 1.25 0.497
C -1.06 -2.14 1.40 -0.622
H 0.99 -2.28 -2.90 0.479
O 0.80 0.69 -1.18 -0.973
H 1.78 -3.81 -1.64 0.512
H 2.56 -3.84 1.14 0.480
H -2.40 -1.80 -1.57 0.486
H 1.73 -1.35 2.45 0.507
H 3.08 1.51 -1.53 0.475
O 2.38 -4.40 -1.16 -1.016
H -0.36 -2.61 -2.37 0.522
```

Results
LUMO energy ... 0.2 eV
Net charge ... 0
E_tot ... -1166.65647 hartree
HOMO energy ... -7.769 eV
Orbital gap ... 7.9 eV

=====

The following is a DFT calculation (ωB97M-V with the def2-TZVPD basis set) of 5 unconnected molecules or ions with the total composition C19H50B2O6.

Geometry as XYZ:
```
77
Properties=species:S:1:pos:R:3:lowdin_charge:R:1
C -0.49 -6.65 0.97 -0.068
H -0.74 5.26 2.29 0.078
H -3.88 -3.19 -2.98 0.075
H -4.51 -1.12 3.24 0.081
C 0.05 0.60 -0.99 -0.040
C -3.30 -4.11 -2.98 -0.056
H 0.23 5.11 -0.65 0.109
H 0.97 0.07 -1.24 0.088
C 3.05 7.06 0.42 -0.207
H -1.86 -3.60 -0.88 0.062
H 2.73 2.42 1.19 0.110
H 2.73 8.04 0.05 0.114
H 0.08 -4.85 -2.70 0.085
H 6.38 5.12 2.24 0.066
H 0.14 -5.81 0.65 0.080
C -3.95 -2.54 1.70 -0.492
H -0.79 -6.48 2.00 0.081
C 2.38 6.83 1.77 -0.215
H 4.74 5.59 2.61 0.057
C -3.69 -1.79 3.00 -0.058
H 2.71 6.32 -0.31 0.098
H 4.91 7.56 -0.46 0.104
H -1.44 0.44 -4.12 0.081
H -1.11 -5.66 -3.73 0.082
H 5.06 4.01 1.89 0.063
H -4.33 -2.15 -0.38 0.071
O 2.56 3.75 -0.73 0.146
H 4.66 5.00 -0.16 0.086
H -0.07 -0.52 -3.52 0.084
H -1.27 -5.71 -1.96 0.062
H 2.30 4.36 -1.42 0.097
C -0.98 -5.08 -2.81 -0.053
C 0.84 6.92 1.71 -0.159
H -1.49 -3.16 -3.64 0.131
H -0.04 -10.08 1.15 0.078
C -1.81 -3.81 -2.82 -0.495
H 2.68 5.87 2.18 0.097
H -0.45 3.82 0.33 0.092
H -4.96 -0.89 0.70 0.083
H 1.17 -7.94 1.41 0.137
O -1.58 -3.06 -1.63 -0.075
B 1.69 3.79 0.34 -0.765
H 0.28 1.41 -0.30 0.061
H -0.62 -0.11 -0.48 0.074
C -0.62 1.14 -2.24 -0.490
H 6.22 5.74 0.05 0.098
H -2.77 -1.20 2.92 0.083
H -1.50 -9.21 0.64 0.080
C 5.23 5.67 0.49 -0.242
O -2.89 -3.46 1.43 -0.065
H -3.65 -4.72 -2.14 0.083
B 0.09 5.56 1.49 -0.115
C 0.25 -7.96 0.82 -0.502
H -0.90 -9.05 2.30 0.079
H -1.39 -6.64 0.35 0.072
H -3.22 -1.01 0.37 0.073
O 0.70 -8.14 -0.53 -0.055
C -4.14 -1.59 0.53 -0.055
H 0.04 1.87 -2.72 0.136
C 4.58 7.06 0.45 -0.214
H 2.76 7.59 2.45 0.115
C -0.60 -9.15 1.26 -0.063
C 5.35 5.05 1.89 -0.090
O 2.05 3.06 1.43 0.167
H -1.65 -0.67 -2.76 0.064
H -0.08 -8.17 -1.09 0.081
H -3.56 -2.49 3.83 0.079
H 0.49 7.36 2.65 0.088
H -2.08 -2.94 1.34 0.083
H 0.56 7.64 0.94 0.108
H -4.84 -3.16 1.82 0.138
O -1.79 1.88 -1.90 -0.050
H -3.50 -4.66 -3.90 0.080
C -0.96 0.03 -3.23 -0.059
H 4.94 7.66 1.29 0.112
H -2.41 1.28 -1.48 0.080
C 0.34 4.57 0.30 -0.030
```

Results
LUMO energy ... 0.5 eV
SMILES ... CCCCCCBCB(O)O.CC(C)O.CC(C)O.CC(C)O.CC(C)O
Net charge ... 0
E_tot ... -1255.15398 hartree
HOMO energy ... -10.163 eV
Orbital gap ... 10.7 eV

=====

The following is a DFT calculation (ωB97M-V with the def2-TZVPD basis set) of 2 unconnected molecules or ions with the total composition C2Cl4OS.

Geometry as XYZ:
```
8
Properties=species:S:1:pos:R:3:nbo_charge:R:1
C 0.09 -0.66 1.18 -0.227
O -0.91 0.29 -0.78 -0.427
S 0.90 1.32 -1.98 0.110
C -1.08 -0.38 0.22 0.456
Cl 0.59 -2.27 0.65 0.079
Cl -0.36 -0.76 2.99 0.027
Cl 1.31 0.58 0.90 0.091
Cl -0.54 1.89 -3.19 -0.108
```

Results
LUMO energy (spin up / spin down) ... -2.8 / -2.8 eV
Net charge ... 0
E_tot ... -2390.24714 hartree
HOMO energy (spin up / spin down) ... -8.775 / -8.776 eV
Orbital gap (spin up / spin down) ... 6.0 / 6.0 eV

=====

The following is a DFT calculation (ωB97M-V with the def2-TZVPD basis set) of a molecular structure, C38H64N5O2RuSi4Te.

Geometry as XYZ:
```
115
Properties=species:S:1:pos:R:3:mulliken_spin:R:1
C 5.33 -1.63 -2.06 0.008
H -1.48 0.69 -3.06 -0.001
O -1.14 -2.95 0.11 0.056
H 1.15 3.86 -1.57 -0.001
C -2.51 2.45 3.90 0.008
H -1.88 1.56 3.79 0.004
H -3.73 1.88 0.13 0.035
H 4.21 -5.56 -1.68 0.000
H 1.59 -6.92 -4.02 0.000
N 2.52 -2.86 1.73 -0.070
H 2.56 3.31 1.53 0.003
H -2.13 6.35 2.97 0.000
C -5.76 0.20 1.01 0.001
H -2.71 -0.94 -4.45 0.000
H -3.57 5.35 3.20 0.000
C 5.02 -2.19 -0.83 -0.016
C -2.20 -2.21 0.39 0.044
N 0.79 -0.24 -3.32 0.006
H -0.47 7.03 0.65 -0.001
Te -0.06 1.36 0.85 0.653
H -2.91 4.13 -2.85 0.000
C -3.18 -2.08 -0.61 -0.013
H -5.04 -1.19 -1.21 0.001
H 2.62 -8.18 -2.09 0.001
H 3.35 4.87 1.23 0.001
Si -1.52 3.96 3.38 0.022
H -6.44 -0.32 1.68 0.001
Si -0.95 3.64 1.12 0.047
H 2.34 -1.88 4.92 -0.002
H 0.09 -1.09 4.50 0.009
H -2.90 -3.05 -3.76 0.000
C 2.44 4.40 1.61 0.016
O 1.48 -1.47 -0.44 0.260
H 4.50 -0.50 -3.65 0.002
H 0.06 -1.48 -1.84 -0.019
Si 0.96 5.00 0.64 0.088
H -1.81 -0.17 -1.61 0.035
C -4.52 -0.61 0.78 0.014
C -4.10 2.91 0.07 -0.032
C 2.08 -0.25 -3.11 0.006
N -2.95 -2.39 -3.00 0.002
H 4.54 -2.79 1.62 -0.002
H 3.95 -6.32 -3.25 0.000
C -0.27 -1.10 -2.80 0.038
N 1.18 -4.31 -0.45 -0.035
H 2.30 -0.98 3.42 0.007
H 2.07 -4.02 3.41 -0.005
C 3.54 -5.61 -2.54 0.002
C 6.72 -1.66 -2.61 0.000
H -0.37 -1.93 -3.50 -0.002
H -2.60 5.82 4.59 0.001
H -3.71 -0.42 -3.10 0.000
C 0.46 -1.96 3.96 0.028
H 0.33 6.81 2.21 0.000
C 1.20 -6.17 -3.33 0.002
H 5.82 -2.64 -0.24 0.000
C -2.79 -0.96 -3.36 0.001
H -2.84 2.52 4.94 0.000
H -4.17 5.98 -0.84 0.000
H 0.77 3.30 4.11 0.000
H 1.15 -5.22 -3.86 0.000
H -3.70 -0.25 2.72 -0.007
Ru 0.63 -2.81 0.94 2.714
C -3.25 5.86 -0.27 0.002
C 2.65 -1.58 -0.98 0.062
C 2.60 -3.09 3.18 -0.003
H 3.50 -4.63 -3.01 0.000
C -4.30 -1.27 -0.42 0.006
H -6.29 0.39 0.08 0.000
H -1.80 -1.16 3.62 0.012
C 0.03 4.04 4.43 -0.002
N -0.23 -1.99 2.64 -0.153
C -1.59 -0.32 -2.67 -0.024
C -2.40 -1.51 1.59 -0.019
H 1.23 -7.78 -1.07 0.000
H 2.36 4.65 2.67 0.002
C 1.32 4.87 -1.20 0.006
H 0.50 5.03 4.37 0.000
H 6.79 -1.10 -3.55 0.000
H 0.50 0.40 -4.05 0.000
H 2.60 0.42 -3.78 -0.001
H -3.44 6.18 0.76 0.000
H 0.69 5.56 -1.78 0.000
H 0.15 -2.86 4.50 -0.011
H 1.24 7.44 0.84 0.004
C 1.60 -5.10 -1.18 0.050
H -4.91 2.95 -0.67 0.000
H -0.20 3.86 5.48 0.000
C 3.61 -2.65 1.08 0.013
Si -2.70 4.08 -0.38 -0.005
C -2.55 5.51 3.54 0.003
C -2.18 3.71 -2.15 0.001
H 7.43 -1.22 -1.91 0.001
C 0.46 6.73 1.13 0.011
C 2.22 -7.45 -1.39 0.002
H 2.36 5.14 -1.41 0.003
H 2.88 -7.40 -0.53 0.000
C 2.14 -6.09 -2.12 0.004
H -5.53 1.16 1.47 0.000
H -3.40 2.33 3.27 0.002
H 0.20 -6.48 -3.04 0.000
C 1.97 -1.91 3.89 -0.017
C 4.28 -1.00 -2.71 0.014
H -1.20 4.14 -2.39 0.001
H -2.91 -3.95 -1.72 0.000
C -3.56 -0.76 1.77 -0.003
H -2.51 6.53 -0.70 0.000
C -1.44 -1.56 2.67 0.134
H 3.65 -3.23 3.47 0.015
H -2.12 2.64 -2.32 -0.002
H -4.53 3.16 1.04 0.003
H 7.05 -2.68 -2.81 0.001
C -3.00 -2.87 -1.81 -0.003
C 2.95 -0.98 -2.24 0.015
C 3.73 -2.19 -0.28 -0.032
```

Results
LUMO energy (spin up / spin down) ... -8.3 / -9.4 eV
Multiplicity ... 5
Net charge ... +3
E_tot ... -3430.74684 hartree
HOMO energy (spin up / spin down) ... -13.828 / -13.655 eV
<S²> ... 6.02
Orbital gap (spin up / spin down) ... 5.5 / 4.3 eV

=====

The following is a DFT calculation (ωB97M-V with the def2-TZVPD basis set) of C4H6N2S2 in the gas phase.

Geometry as XYZ:
```
14
Properties=species:S:1:pos:R:3:nbo_charge:R:1
C 0.84 0.93 0.24 -0.021
N 2.35 0.06 1.48 -0.352
H 3.16 -0.04 2.10 0.421
H 1.63 -1.95 1.38 0.212
C 1.55 -0.93 1.09 -0.007
H -2.52 0.86 2.13 0.139
C 0.52 -0.45 0.25 -0.209
C -0.52 -1.03 -0.61 -0.428
H -0.67 -0.37 -1.41 0.221
N 1.86 1.27 0.98 -0.279
H -0.25 -2.03 -0.98 0.228
S -2.29 -1.25 0.37 0.007
H 0.48 1.70 -0.49 0.216
S -2.57 0.84 0.78 -0.149
```

Results
LUMO energy ... 0.4 eV
SMILES ... SSCc1cn[nH]c1
Net charge ... 0
E_tot ... -1061.86314 hartree
HOMO energy ... -8.654 eV
Orbital gap ... 9.0 eV

=====

The following is a DFT calculation (ωB97M-V with the def2-TZVPD basis set) of a molecular structure, C42H54AsBBrI2N7OS4Ti.

Geometry as XYZ:
```
114
Properties=species:S:1:pos:R:3:lowdin_charge:R:1
C 0.86 1.40 -1.11 -0.294
C -2.68 -4.48 -1.02 -0.082
O -1.56 -0.90 -1.33 -0.213
C -2.22 -1.06 4.55 -0.082
C 0.64 -2.48 -3.98 0.009
S 0.56 5.75 4.13 -0.377
C -4.51 0.87 -0.26 -0.218
C -2.28 -4.80 0.42 -0.336
H 6.20 0.42 0.29 0.073
C -5.18 -0.79 -1.92 -0.269
H -0.14 -2.95 4.71 0.076
S 0.25 1.41 1.79 0.256
C 5.51 -0.41 0.16 -0.066
H -0.79 -6.37 -4.15 0.077
H 1.30 -5.88 1.67 0.078
B 0.62 -3.30 -0.35 -0.458
N 2.35 -1.60 0.47 0.133
Ti -0.31 -0.05 -0.17 0.959
C 3.54 -1.60 1.06 -0.267
H -0.57 -0.20 3.48 0.004
C -5.49 0.16 -0.96 -0.653
I -3.31 -2.29 -3.78 0.980
C -1.60 -3.62 1.05 -0.193
C 3.19 -5.22 0.83 -0.353
N 0.63 -2.74 -1.79 0.051
C -1.52 -6.13 0.50 -0.063
C 1.43 -0.04 -5.42 -0.076
S -0.60 5.63 0.88 -0.285
N -0.44 -1.74 1.32 0.020
I -7.54 0.54 -0.62 0.810
H 6.08 -1.34 0.09 0.068
C -0.96 -1.19 3.71 -0.410
H -1.65 -4.88 -3.68 0.011
H 3.23 0.92 2.40 0.064
H 4.69 1.65 1.73 0.082
C 0.39 2.66 -1.47 -0.126
C 2.02 -6.20 0.92 -0.079
C 1.77 -5.44 -3.77 -0.058
C 4.50 -0.46 1.32 -0.361
C 1.24 3.67 -1.92 -0.128
H -0.53 1.72 -4.59 0.083
C -3.84 -1.12 -2.12 -0.611
N 1.98 -2.91 0.32 0.050
S -1.57 1.96 2.52 0.409
H 1.60 0.95 -5.86 0.075
H 1.73 -6.53 -3.85 0.076
H 4.85 -3.22 1.81 0.113
H 1.05 -1.98 3.83 0.077
H -1.11 -6.29 1.49 0.077
C -0.58 0.73 -4.13 -0.052
H 0.61 -2.68 -5.04 0.108
C 0.56 -3.41 -2.97 -0.213
C 2.23 1.17 -1.25 -0.180
H -1.80 -4.17 -1.59 0.043
H -3.80 3.62 1.63 0.098
H -2.03 -0.43 5.41 0.078
H -5.74 2.38 0.76 0.054
H 5.04 -0.74 2.22 0.127
N 0.74 -1.41 -2.02 0.082
H -2.56 -2.04 4.91 0.069
H 3.33 1.25 0.68 0.038
H 2.38 -0.57 -5.38 0.079
C 2.94 -3.73 0.84 -0.194
H 4.16 1.95 -1.82 0.093
C 0.47 -4.90 -3.16 -0.356
C 2.58 3.39 -2.05 -0.674
H 2.63 -5.16 -3.18 0.057
Br 3.77 4.73 -2.73 0.662
C -4.73 2.04 0.57 -0.072
N -2.06 1.10 0.03 -0.081
H -3.19 -4.94 1.01 0.131
C 4.07 -5.57 -0.38 -0.056
C -2.84 -0.59 -1.32 -0.394
H 2.41 -7.19 1.20 0.077
H 3.54 -5.34 -1.30 0.057
As -1.04 5.19 2.89 -0.056
H -1.02 0.84 -3.14 0.058
H 0.32 -5.38 -2.19 0.101
C 0.74 -1.23 -3.34 -0.240
H -0.70 -6.16 -0.22 0.042
H 0.55 -4.48 -0.39 0.091
H -0.66 2.91 -1.38 0.093
H -5.95 -1.25 -2.52 0.062
C -1.19 -1.92 2.42 -0.246
C -1.97 -3.07 2.26 0.044
H 3.80 -5.39 1.73 0.127
H 2.64 0.20 -1.01 0.068
H 4.33 -6.64 -0.37 0.076
C -3.68 2.72 1.04 -0.099
C -3.18 0.48 -0.46 -0.180
H -2.71 -3.46 2.93 0.112
H 0.76 -0.59 -6.09 0.070
H -2.20 -6.95 0.26 0.076
H -0.56 -4.87 -5.07 0.076
H 1.90 -5.03 -4.78 0.079
C 0.81 0.10 -4.03 -0.346
N -0.64 -2.82 0.51 0.043
H 1.44 0.76 -3.44 0.103
H 4.99 -4.99 -0.36 0.076
H -3.02 -0.60 3.97 0.070
H 4.98 -0.27 -0.79 0.071
C 3.10 2.15 -1.72 -0.149
H 1.52 -6.30 -0.04 0.052
H -1.66 3.12 0.50 0.006
H -3.14 -5.34 -1.51 0.085
C 3.93 -2.91 1.33 -0.013
C -2.27 2.29 0.84 -0.666
C 0.16 -1.93 4.45 -0.052
H -1.24 0.10 -4.74 0.051
H 0.41 -1.40 5.38 0.077
C 3.90 0.92 1.54 -0.067
H -3.39 -3.65 -1.03 0.055
C -0.71 -5.28 -4.07 -0.077
H 0.85 4.65 -2.14 0.095
```

Results
LUMO energy ... 3.3 eV
Net charge ... -2
E_tot ... -9963.92250 hartree
HOMO energy ... -1.872 eV
Orbital gap ... 5.2 eV

=====

The following is a DFT calculation (ωB97M-V with the def2-TZVPD basis set) of C3H8N4O in the gas phase.

Geometry as XYZ:
```
16
Properties=species:S:1:pos:R:3:nbo_charge:R:1
H -1.24 1.07 1.74 0.350
H 2.18 1.24 -0.63 0.395
N -1.77 1.00 0.88 -0.724
H 1.89 -2.14 0.02 0.464
H 0.46 -2.37 1.52 0.365
H 0.82 1.92 -1.43 0.384
H -2.62 0.53 -1.39 0.406
H -1.07 0.09 -2.08 0.394
N 0.25 -1.38 1.55 -0.870
C 1.01 -0.54 0.73 0.296
N -1.61 0.53 -1.35 -0.820
C 0.44 0.44 -0.07 0.075
O 1.90 -1.22 -0.27 -0.732
C -1.05 0.65 -0.11 0.393
N 1.18 1.44 -0.62 -0.765
H -0.77 -1.27 1.52 0.390
```

Results
LUMO energy (spin up / spin down) ... 0.5 / 0.5 eV
SMILES ... [H]/N=C(N)\C(N)=C(/N)O
Net charge ... 0
E_tot ... -413.29148 hartree
HOMO energy (spin up / spin down) ... -6.736 / -6.739 eV
Orbital gap (spin up / spin down) ... 7.2 / 7.2 eV

=====

The following is a DFT calculation (ωB97M-V with the def2-TZVPD basis set) of CH3NOS in the gas phase.

Geometry as XYZ:
```
7
Properties=species:S:1:pos:R:3:nbo_charge:R:1
O 2.27 1.88 -1.53 -0.512
H -1.03 -1.11 -0.03 0.400
S 1.00 -0.43 -1.23 0.344
C 1.38 1.28 -1.01 0.233
H 0.23 -0.54 0.91 0.367
N -0.22 -0.42 0.06 -0.983
H 0.53 1.49 -0.33 0.152
```

Results
LUMO energy ... 0.4 eV
SMILES ... NSC=O
Net charge ... 0
E_tot ... -568.04763 hartree
HOMO energy ... -9.573 eV
Orbital gap ... 10.0 eV

=====

What did the ninth record say?
The following is a DFT calculation (ωB97M-V with the def2-TZVPD basis set) of CH3NOS in the gas phase.

Geometry as XYZ:
```
7
Properties=species:S:1:pos:R:3:nbo_charge:R:1
O 2.27 1.88 -1.53 -0.512
H -1.03 -1.11 -0.03 0.400
S 1.00 -0.43 -1.23 0.344
C 1.38 1.28 -1.01 0.233
H 0.23 -0.54 0.91 0.367
N -0.22 -0.42 0.06 -0.983
H 0.53 1.49 -0.33 0.152
```

Results
LUMO energy ... 0.4 eV
SMILES ... NSC=O
Net charge ... 0
E_tot ... -568.04763 hartree
HOMO energy ... -9.573 eV
Orbital gap ... 10.0 eV

=====

Question: E_tot of number 4 (C2Cl4OS)?
Answer: -2390.24714 hartree

=====

Question: What is the E_tot in the first record?
Answer: -309.69801 hartree